Formula: C72H180N12O15
Source: the Open Molecules 2025 dataset
Level of theory: wB97M-V/def2-TZVPD

Structure (XYZ):
```
279
Properties=species:S:1:pos:R:3
C 3.07388 -0.23714 4.86711
C 4.08274 0.01487 3.81079
C 5.39799 0.30265 4.37343
O 5.52181 1.56490 5.09216
C 6.75568 1.77596 5.77658
N 3.98051 -1.02483 2.81670
H 3.34526 -1.23186 5.33403
H 2.11210 -0.35255 4.43227
H 2.97545 0.58929 5.59125
H 3.68732 0.92885 3.30805
H 6.15367 0.22519 3.55430
H 5.64308 -0.50299 5.06248
H 6.86184 1.12187 6.64229
H 6.79277 2.79365 6.12774
H 7.56695 1.63452 5.06888
H 4.63028 -0.86423 2.03812
H 4.19107 -1.96453 3.08991
C 1.13056 -4.66715 -0.78167
C 2.30786 -4.96987 0.07609
C 1.89855 -5.11205 1.58895
O 1.66371 -3.81564 2.04095
C 1.64624 -3.64617 3.42824
N 2.95572 -6.21854 -0.38116
H 0.61790 -3.73664 -0.40413
H 0.42304 -5.53951 -0.68819
H 1.47803 -4.41488 -1.78653
H 3.02820 -4.12304 0.08147
H 2.67676 -5.62945 2.16171
H 0.97791 -5.74527 1.60312
H 2.66741 -3.82127 3.86444
H 0.95808 -4.36480 3.95541
H 1.33254 -2.60752 3.67710
H 3.06298 -6.41899 -1.35494
H 3.80491 -6.33569 0.13828
C 3.73186 7.47963 2.10391
C 2.58922 6.63864 2.77042
C 3.05579 5.21558 3.03664
O 1.94791 4.37341 3.47898
C 2.31122 3.17699 4.14171
N 2.10787 7.34788 3.88763
H 3.35370 8.45330 1.86774
H 4.17758 6.93912 1.33107
H 4.54225 7.56119 2.84340
H 1.85015 6.58726 1.97230
H 3.77680 5.17302 3.88713
H 3.49775 4.73813 2.13993
H 3.16684 3.26537 4.78323
H 2.54923 2.43840 3.32926
H 1.45232 2.87130 4.73806
H 1.34353 6.84696 4.35893
H 2.89451 7.53975 4.58198
C -0.81156 5.38796 -5.12201
C -2.27853 5.09083 -5.38806
C -2.67686 3.66520 -5.08151
O -1.92043 2.77004 -5.85869
C -2.22061 1.41916 -5.59156
N -3.10475 6.02861 -4.52361
H -0.54796 6.43108 -5.37773
H -0.26489 4.73611 -5.71566
H -0.53912 5.15412 -4.07552
H -2.48434 5.26852 -6.48428
H -3.75915 3.47063 -5.32071
H -2.60067 3.36173 -4.01243
H -3.31483 1.19477 -5.87294
H -1.96661 1.09698 -4.57510
H -1.61235 0.81858 -6.25403
H -2.74490 6.98511 -4.62995
H -2.87828 5.73884 -3.55684
C 5.93203 4.07345 -0.05929
C 6.12137 2.71767 0.62331
C 7.19643 2.73350 1.73666
O 8.41185 3.40063 1.37823
C 9.37930 3.30265 2.39855
N 4.84356 2.14194 1.11296
H 6.88090 4.47141 -0.32931
H 5.45421 4.76868 0.62425
H 5.30254 3.99938 -0.92290
H 6.47342 2.02822 -0.16090
H 7.38899 1.68443 2.03731
H 6.76876 3.18670 2.65039
H 9.82553 2.26976 2.49649
H 8.90503 3.54770 3.37045
H 10.08155 4.04156 2.17485
H 4.13017 2.26649 0.45448
H 4.57320 2.54204 2.03304
C -1.07377 5.01599 1.09376
C -0.39301 5.16556 -0.22615
C -0.70901 6.50992 -0.89321
O -2.04681 6.52767 -1.33984
C -2.54583 7.82476 -1.63185
N 0.98842 5.22745 -0.00064
H -0.71258 4.03331 1.51594
H -2.15394 4.92478 1.00368
H -0.85844 5.84534 1.77798
H -0.77250 4.39328 -0.87003
H -0.08214 6.64949 -1.78787
H -0.52241 7.34573 -0.21716
H -2.54883 8.49929 -0.76354
H -3.58536 7.69284 -2.05009
H -1.86076 8.23541 -2.41686
H 1.29654 4.44161 0.51687
H 1.47027 5.40939 -0.87376
C 3.12947 -2.06790 -3.37014
C 3.13136 -0.57161 -3.56281
C 1.77227 -0.01268 -3.76048
O 1.27270 -0.51538 -5.02880
C 1.67088 0.26683 -6.10539
N 3.84472 0.12090 -2.43851
H 2.55238 -2.54985 -4.20677
H 2.52561 -2.19205 -2.43522
H 4.13050 -2.47664 -3.29714
H 3.65985 -0.24198 -4.49192
H 1.75355 1.09877 -3.79594
H 1.08171 -0.29219 -2.93352
H 1.18139 1.27297 -5.99704
H 1.28252 -0.21966 -7.01909
H 2.76590 0.38217 -6.11551
H 4.80121 -0.18575 -2.55187
H 3.44763 -0.25744 -1.58435
C 5.36797 -2.65619 -0.43369
C 6.88468 -2.37137 -0.00088
C 7.50467 -1.53829 -1.13759
O 6.71384 -0.39496 -1.34411
C 7.44408 0.61814 -2.10577
N 6.88216 -1.52604 1.24556
H 4.89513 -3.15966 0.38837
H 5.27799 -3.26266 -1.38873
H 4.78982 -1.76833 -0.65830
H 7.48331 -3.33105 0.15374
H 7.40739 -2.17024 -1.98233
H 8.56849 -1.23605 -0.89736
H 8.12288 0.08465 -2.75899
H 8.10461 1.15314 -1.32608
H 6.74531 1.33026 -2.53223
H 7.78697 -1.57708 1.75785
H 6.82486 -0.54281 0.94424
C 0.01018 -0.70391 1.38746
C 0.71321 -0.43329 0.04984
C 0.62065 1.07120 -0.20880
O -0.70083 1.49120 -0.40404
C -0.97467 1.69518 -1.75798
N 2.08203 -0.90268 -0.04609
H -1.02997 -0.40614 1.41547
H 0.62874 -0.22679 2.19173
H 0.09675 -1.76938 1.63012
H 0.13583 -0.93629 -0.74380
H 1.24191 1.36675 -1.01890
H 0.94849 1.58623 0.75666
H -0.22408 2.28267 -2.22232
H -1.88702 2.28610 -1.90196
H -1.02622 0.78924 -2.37821
H 2.59750 -0.52601 0.69378
H 2.00976 -1.91833 0.19128
C -7.30379 -1.64762 1.44199
C -6.03561 -0.96895 1.08425
C -5.40186 -1.78550 -0.07787
C -4.39401 -1.01533 -0.89398
C -4.97736 0.33349 -1.35215
C -5.42267 1.20051 -0.17406
N -6.35817 0.38356 0.58046
O -6.86629 1.19984 1.62842
C -4.12483 1.67161 0.46605
C -6.18754 2.37798 -0.68916
C -5.05831 -0.88750 2.30325
H -7.88858 -1.09029 2.15389
H -7.16750 -2.65958 1.84315
H -7.93490 -1.71948 0.52956
H -4.84132 -2.54658 0.38694
H -6.20837 -2.20682 -0.74807
H -4.11140 -1.58678 -1.78264
H -3.47449 -0.91854 -0.31660
H -5.82231 0.10488 -2.05748
H -4.22886 0.92177 -1.86938
H -3.27499 1.00067 0.43459
H -3.72217 2.56767 -0.02948
H -4.19175 2.01733 1.47962
H -6.98703 2.17556 -1.46734
H -6.58209 3.07569 0.11538
H -5.50818 3.00710 -1.37087
H -4.11253 -0.41982 2.10647
H -4.86189 -1.89133 2.60767
H -5.54681 -0.38905 3.10222
H -7.77296 1.33512 1.47462
C -1.78375 -4.44610 1.27330
C -2.80408 -5.52808 1.75520
C -3.85451 -4.80670 2.64507
C -5.11191 -5.70563 2.81525
C -5.60229 -6.13506 1.39858
C -4.57649 -6.87015 0.59028
N -3.44966 -5.98969 0.47279
O -2.43475 -6.65351 -0.35906
C -4.24877 -8.29441 1.07620
C -5.08116 -7.07122 -0.81080
C -2.07310 -6.67441 2.51169
H -1.54835 -3.93029 2.16774
H -2.28625 -3.89129 0.49753
H -0.84427 -4.94312 0.87657
H -3.28648 -4.60625 3.60801
H -4.20587 -3.88845 2.22734
H -6.00580 -5.22436 3.24794
H -4.89284 -6.54874 3.41700
H -5.95515 -5.22349 0.91081
H -6.51189 -6.71827 1.51723
H -4.18277 -8.44908 2.15865
H -5.15296 -8.86118 0.85504
H -3.43538 -8.78003 0.58547
H -4.33086 -7.54022 -1.44035
H -5.94103 -7.76065 -0.65939
H -5.52032 -6.24099 -1.34812
H -1.39590 -7.25570 1.84760
H -2.64842 -7.32195 3.08659
H -1.38364 -6.22203 3.27531
H -2.21582 -5.99693 -1.05505
C -0.77155 -3.86869 -3.94705
C -1.78941 -2.81495 -3.55206
C -1.89734 -1.75803 -4.73841
C -2.79902 -2.19941 -5.81018
C -4.14951 -2.56577 -5.27674
C -4.05137 -3.74958 -4.27778
N -3.15945 -3.29656 -3.22114
O -3.02762 -4.26370 -2.19207
C -5.46096 -4.05368 -3.71937
C -3.50140 -5.03474 -4.90979
C -1.19529 -2.16732 -2.26388
H -1.11516 -4.91929 -3.69341
H 0.22089 -3.77411 -3.53096
H -0.54860 -3.86442 -5.00908
H -2.29567 -0.89090 -4.24991
H -0.90620 -1.44904 -5.05363
H -2.44169 -3.10687 -6.25335
H -2.94924 -1.39398 -6.53498
H -4.78290 -2.84605 -6.14860
H -4.63018 -1.75357 -4.73896
H -6.00371 -4.51558 -4.52790
H -5.40567 -4.80406 -2.93090
H -5.95599 -3.15341 -3.36550
H -2.65817 -4.87456 -5.56187
H -3.22351 -5.69314 -4.10747
H -4.24907 -5.53608 -5.48620
H -1.24223 -2.93376 -1.47795
H -1.85855 -1.31289 -1.95867
H -0.12937 -1.87965 -2.53919
H -3.59874 -3.95368 -1.47786
C 3.18131 5.12947 -3.01551
C 3.34381 3.69948 -3.38964
C 4.06197 3.51882 -4.71654
O 4.16220 3.05114 -2.39898
H 4.12463 5.57241 -2.79928
H 2.71001 5.10265 -2.04646
H 2.60665 5.63629 -3.83148
H 2.27298 3.27454 -3.41052
H 3.46070 3.79156 -5.58432
H 4.35075 2.48866 -4.93166
H 4.98535 4.17796 -4.72476
H 4.03067 2.06868 -2.41470
C -1.97112 -1.31607 4.55878
C -3.07743 -1.29786 5.51092
C -3.12291 -2.56731 6.37250
O -3.01065 -0.24655 6.42206
H -2.09990 -0.30774 4.09671
H -2.12846 -2.07407 3.82050
H -1.05168 -1.60590 5.14005
H -4.03699 -1.26436 5.00183
H -3.97827 -2.57252 7.06092
H -2.26490 -2.63511 7.08167
H -3.21459 -3.43011 5.71621
H -2.96182 0.63393 5.98011
C -4.62795 3.47428 4.61639
C -3.42695 2.56519 4.83971
C -2.25005 2.85682 3.91333
O -2.86467 2.60324 6.08667
H -4.47667 4.49133 5.09136
H -5.61065 3.13886 5.06237
H -4.79339 3.55408 3.52247
H -3.83371 1.53945 4.68769
H -2.71010 2.90570 2.94951
H -1.37803 2.16063 3.92174
H -1.79500 3.76490 4.18056
H -3.52977 2.73836 6.79454
```

Calculated values
- Max |F|: 3.50 eV Å⁻¹
- E_LUMO: 0.506 eV
- Gap between HOMO and LUMO: 8.92 eV
- Total charge: 0

Results of the Löwdin charge analysis, in e, for atoms 1 through 99: atom 1 (C): -0.065, atom 2 (C): -0.512, atom 3 (C): -0.194, atom 4 (O): -0.198, atom 5 (C): -0.099, atom 6 (N): 0.080, atom 7 (H): 0.105, atom 8 (H): 0.047, atom 9 (H): 0.091, atom 10 (H): 0.100, atom 11 (H): 0.113, atom 12 (H): 0.125, atom 13 (H): 0.086, atom 14 (H): 0.081, atom 15 (H): 0.072, atom 16 (H): 0.047, atom 17 (H): 0.064, atom 18 (C): -0.076, atom 19 (C): -0.428, atom 20 (C): -0.198, atom 21 (O): -0.222, atom 22 (C): -0.120, atom 23 (N): 0.051, atom 24 (H): 0.077, atom 25 (H): 0.102, atom 26 (H): 0.065, atom 27 (H): 0.104, atom 28 (H): 0.123, atom 29 (H): 0.119, atom 30 (H): 0.092, atom 31 (H): 0.098, atom 32 (H): 0.075, atom 33 (H): 0.062, atom 34 (H): 0.058, atom 35 (C): -0.039, atom 36 (C): -0.481, atom 37 (C): -0.175, atom 38 (O): -0.219, atom 39 (C): -0.106, atom 40 (N): 0.026, atom 41 (H): 0.071, atom 42 (H): 0.036, atom 43 (H): 0.079, atom 44 (H): 0.108, atom 45 (H): 0.130, atom 46 (H): 0.105, atom 47 (H): 0.071, atom 48 (H): 0.076, atom 49 (H): 0.090, atom 50 (H): 0.081, atom 51 (H): 0.109, atom 52 (C): -0.070, atom 53 (C): -0.400, atom 54 (C): -0.229, atom 55 (O): -0.191, atom 56 (C): -0.114, atom 57 (N): 0.032, atom 58 (H): 0.089, atom 59 (H): 0.038, atom 60 (H): 0.081, atom 61 (H): 0.154, atom 62 (H): 0.137, atom 63 (H): 0.120, atom 64 (H): 0.121, atom 65 (H): 0.065, atom 66 (H): 0.077, atom 67 (H): 0.061, atom 68 (H): 0.051, atom 69 (C): -0.038, atom 70 (C): -0.385, atom 71 (C): -0.190, atom 72 (O): -0.185, atom 73 (C): -0.113, atom 74 (N): 0.085, atom 75 (H): 0.067, atom 76 (H): 0.064, atom 77 (H): 0.036, atom 78 (H): 0.098, atom 79 (H): 0.108, atom 80 (H): 0.125, atom 81 (H): 0.104, atom 82 (H): 0.086, atom 83 (H): 0.064, atom 84 (H): 0.038, atom 85 (H): 0.063, atom 86 (C): -0.048, atom 87 (C): -0.473, atom 88 (C): -0.201, atom 89 (O): -0.222, atom 90 (C): -0.114, atom 91 (N): 0.078, atom 92 (H): 0.089, atom 93 (H): 0.076, atom 94 (H): 0.091, atom 95 (H): 0.116, atom 96 (H): 0.121, atom 97 (H): 0.129, atom 98 (H): 0.087, atom 99 (H): 0.102